C4H11N3O2 | wB97M-V/def2-TZVPD

Cartesian coordinates (Å):
H -1.92 1.98 2.05
C -1.82 1.29 1.20
N 0.34 0.94 3.03
C 0.48 -1.04 -2.11
C 0.41 -1.69 -3.53
H 1.15 1.20 3.56
N 1.54 -0.05 1.30
N -0.57 0.72 0.84
H -0.58 -0.03 -0.67
H 0.91 -2.64 -3.51
H -2.58 0.44 1.30
H -0.64 -1.90 -3.69
H 0.94 -0.96 -4.14
O -0.59 -0.43 -1.59
C 0.38 0.61 1.69
H 1.56 -0.31 0.31
H 2.10 -0.55 1.98
H -0.48 1.45 3.29
H -2.18 1.80 0.27
O 1.56 -0.81 -1.60

SMILES = CN=C(N)N.CC(=O)O
HOMO energy = -8.74 eV

natural (NBO) atomic charge list, values in e, 8 entries: H 0.169; C -0.436; N -0.835; C 0.811; C -0.709; H 0.398; N -0.847; N -0.618

C4H11N3O2 | wB97M-V/def2-TZVPD

Cartesian coordinates (Å):
H -0.72 -0.97 -2.52
H -2.69 1.23 0.21
O 0.22 -1.19 -2.53
H -0.99 1.01 4.58
H 0.60 -0.11 2.05
H -1.13 2.68 4.01
N -1.77 0.80 0.26
C 2.43 -1.57 -3.35
C 0.95 -1.69 -3.55
N 0.16 0.29 1.23
O 0.44 -2.33 -4.42
C -0.93 1.65 3.71
H 0.41 -0.21 0.39
H 2.83 -1.07 -4.23
H 2.71 -2.62 -3.29
H 2.81 -1.17 -2.43
H -2.59 1.61 2.56
N -1.71 1.14 2.57
C -1.13 0.73 1.37
H 0.11 1.78 3.38

SMILES = [H]/N=C(/N)NC.CC(=O)O
HOMO energy = -8.61 eV

natural (NBO) atomic charge list, values in e, 8 entries: H 0.526; H 0.340; O -0.741; H 0.193; H 0.372; H 0.201; N -0.819; C -0.724

C4H11N3O2 | wB97M-V/def2-TZVPD

Cartesian coordinates (Å):
H 2.15 0.65 0.62
H 1.28 -1.24 2.61
N 2.16 -1.46 0.19
H -2.54 0.05 0.05
H 1.95 0.31 -1.04
C 2.48 -0.08 -0.10
H -1.63 3.62 0.53
C -1.60 1.78 -0.70
H 2.73 -2.24 -0.41
H -0.39 -0.83 2.14
O -2.21 2.71 0.16
H 3.52 0.08 -0.24
H -3.47 0.98 -0.93
H -0.11 -2.11 -1.23
C 0.73 -1.64 0.54
C -2.39 0.62 -0.87
H -2.25 -0.18 -1.49
N 0.54 -1.31 1.90
N -0.27 -1.83 -0.28
O -0.69 2.09 -1.44

SMILES = [H]/N=C(/N)NC.CC(=O)O
HOMO energy = -8.65 eV

natural (NBO) atomic charge list, values in e, 8 entries: H 0.201; H 0.412; N -0.715; H 0.256; H 0.176; C -0.411; H 0.514; C 0.788

C4H11N3O2 | wB97M-V/def2-TZVPD

Cartesian coordinates (Å):
H 2.26 1.09 -3.11
C 0.55 0.14 3.18
N -0.20 -1.94 1.44
C 1.39 1.26 -2.47
O -0.82 1.46 -3.20
H 0.31 0.48 4.19
H 1.33 2.33 -2.56
H -1.88 -1.14 -0.17
H 1.26 0.89 2.82
N -0.61 0.22 2.34
H 1.00 -0.84 3.39
H 0.76 -2.05 1.70
N -1.98 -0.68 0.72
C -0.92 -0.77 1.60
H -1.68 1.04 -3.13
H 1.64 0.86 -1.50
O 0.18 -0.49 -3.63
C 0.24 0.61 -3.17
H -2.34 0.26 0.66
H -0.50 -2.74 0.91

SMILES = CN=C(N)N.CC(=O)O
HOMO energy = -8.61 eV

natural (NBO) atomic charge list, values in e, 8 entries: H 0.236; C -0.441; N -0.869; C -0.739; O -0.715; H 0.198; H 0.239; H 0.376

C4H11N3O2 | wB97M-V/def2-TZVPD

Cartesian coordinates (Å):
O 2.65 1.44 1.84
N -1.31 -0.45 -0.09
N 0.58 -1.08 -1.26
H -3.32 -0.56 -0.73
C -0.70 -1.13 -1.07
H 1.31 -0.52 -0.07
C -2.72 -0.38 0.16
H -2.29 -1.49 -2.25
H -2.95 0.61 0.60
H -0.69 -0.19 0.68
H -1.62 -2.78 -1.51
H -3.02 -1.08 0.95
H 0.71 3.03 1.49
H 1.11 2.99 -0.25
H -0.26 2.10 0.44
O 1.26 0.03 0.95
H 1.04 -1.59 -1.99
N -1.39 -1.94 -2.05
C 0.76 2.39 0.58
C 1.69 1.29 1.09

SMILES = [H]/N=C(\N)NC.CC(=O)O
HOMO energy = -9.17 eV

natural (NBO) atomic charge list, values in e, 8 entries: O -0.588; N -0.616; N -0.782; H 0.199; C 0.621; H 0.506; C -0.410; H 0.361

C4H11N3O2 | wB97M-V/def2-TZVPD

Cartesian coordinates (Å):
H -0.79 3.12 2.79
O 0.39 1.15 1.11
H 0.50 0.54 0.36
N -1.38 -0.65 -1.23
H -0.41 -2.54 -2.91
H -1.46 0.24 -0.80
H 0.51 1.98 3.19
O -1.59 0.19 1.58
C 2.45 -0.32 -0.81
H -1.84 -1.47 -0.66
N 0.91 -0.50 -0.87
H 2.80 0.28 -0.02
C -0.53 1.96 2.86
N 0.13 -1.83 -2.82
C -0.78 1.04 1.80
H 2.80 -1.36 -0.73
H -1.25 1.78 3.70
H 2.77 0.14 -1.84
H 0.82 -1.80 -3.51
C 0.10 -1.14 -1.63

SMILES = CN=C(N)N.CC(=O)O
HOMO energy = -8.69 eV

natural (NBO) atomic charge list, values in e, 8 entries: H 0.252; O -0.747; H 0.506; N -0.879; H 0.375; H 0.388; H 0.253; O -0.593

C4H11N3O2 | wB97M-V/def2-TZVPD

Cartesian coordinates (Å):
H -0.61 -3.39 -3.57
H -1.87 -3.82 -2.43
C 0.51 1.53 0.60
N 1.16 2.17 1.62
H -0.55 -0.29 0.32
H -0.94 0.67 1.57
C 0.80 2.07 2.96
O -1.76 -1.48 -1.43
H 1.86 2.78 1.24
O 0.36 -1.43 -1.96
C -0.94 -3.41 -2.50
H 0.38 -0.42 -1.74
N 0.53 1.70 -0.63
N -0.17 0.37 0.99
H 0.24 3.20 3.17
H 0.03 1.34 3.16
H 1.68 2.03 3.74
C -0.84 -2.07 -2.00
H -0.41 -4.14 -2.03
H 0.54 2.61 -1.07

Multiplicity = 2
⟨S²⟩ = 0.764
Charge = +1
HOMO energy (spin up / spin down) = -13.34 / -13.34 eV

natural (NBO) atomic charge list, values in e, 8 entries: H 0.254; H 0.256; C 0.557; N -0.510; H 0.451; H 0.401; C -0.440; O -0.630

C4H11N3OS | wB97M-V/def2-TZVPD

Cartesian coordinates (Å):
H -1.63 -0.27 -1.29
H -1.30 1.75 1.14
C -1.65 -1.95 0.55
C -1.07 1.60 0.08
H -2.89 0.31 -0.40
O 1.22 -0.99 -0.96
N 2.64 0.36 0.58
H 4.45 -0.32 0.28
H -2.65 -2.24 0.16
S 1.16 -0.23 0.30
C 0.41 1.55 -0.07
H 0.76 2.07 0.77
N -1.53 -0.59 0.83
N 3.51 -0.24 -0.12
H 3.42 -0.59 -1.02
H -1.43 2.34 -0.57
H 0.76 1.88 -1.10
C -1.80 0.27 -0.29
H -0.88 -2.16 -0.27
H -1.49 -2.56 1.41

HOMO energy (spin up / spin down) = -8.63 / -7.30 eV

natural (NBO) atomic charge list, values in e, 8 entries: H 0.199; H 0.224; C -0.494; C -0.427; H 0.219; O -1.004; N -0.512; H 0.370

C4H11N3S | wB97M-V/def2-TZVPD

Cartesian coordinates (Å):
H 1.46 0.02 1.84
H 2.59 -1.43 -0.23
H 0.90 0.65 -1.44
H 0.71 1.44 1.22
H -3.09 0.72 -0.11
H -2.12 -2.19 -1.21
C 1.05 -0.37 -0.93
S -2.36 -1.44 -0.03
N -1.30 -0.07 -0.06
H 0.09 -1.58 0.69
N 2.49 -0.45 -0.60
N -1.65 2.24 -0.55
C -2.06 1.07 -0.27
H 0.83 -1.12 -1.76
H -0.28 0.17 2.14
H 2.65 0.30 0.10
C 0.55 0.36 1.42
H -0.67 2.22 -0.46
C 0.20 -0.52 0.22

SMILES = [H]/N=C\N(S)[C@H](C)CN
HOMO energy = -8.94 eV

natural (NBO) atomic charge list, values in e, 8 entries: H 0.210; H 0.354; H 0.201; H 0.212; H 0.181; H 0.109; C -0.263; S 0.139

C4H11N4 | wB97M-V/def2-TZVPD

Cartesian coordinates (Å):
C -1.10 -1.15 0.21
C -2.54 0.83 -0.02
H 2.85 0.20 1.33
H -2.60 1.86 -0.23
N 0.14 -1.52 -0.32
N 1.06 0.89 0.02
H -0.24 2.32 -0.26
H 0.54 -2.35 0.00
N 1.97 0.25 -0.47
H -2.95 0.37 -0.86
C 3.13 0.22 0.26
H -3.18 0.76 0.90
H 3.90 0.93 0.05
H -1.30 -1.20 1.23
H 3.60 -0.73 0.01
N -1.21 0.34 -0.07
H -1.98 -1.52 -0.31
H 0.08 -1.64 -1.31
C -0.16 1.13 -0.17

SMILES = C/N=N/C=[N+](/C)CN
Charge = +1
HOMO energy = -13.46 eV

natural (NBO) atomic charge list, values in e, 8 entries: C -0.025; C -0.430; H 0.216; H 0.230; N -0.848; N -0.140; H 0.258; H 0.396

C4H11N4 | wB97M-V/def2-TZVPD

Cartesian coordinates (Å):
C 1.40 1.75 -0.39
C 1.05 -1.64 0.75
N -1.13 0.86 1.17
H 2.03 -1.54 1.20
C -1.60 0.15 0.25
H 0.95 1.40 -1.35
H 1.20 2.71 0.02
N -2.83 -0.07 -0.15
H 0.27 -1.71 1.66
H -0.72 -1.45 -1.17
N 1.02 0.67 0.54
H 1.07 -2.52 0.14
H -3.65 0.49 0.16
H -0.46 0.14 -1.74
H -2.97 -0.68 -0.93
H 1.59 0.60 1.32
H 2.47 1.84 -0.64
N 0.74 -0.49 -0.06
C -0.44 -0.51 -0.80

Charge = +1
HOMO energy (spin up / spin down) = -13.85 / -14.00 eV

natural (NBO) atomic charge list, values in e, 8 entries: C -0.440; C -0.441; N -0.246; H 0.231; C 0.305; H 0.221; H 0.251; N -0.780

C4H11N5O | wB97M-V/def2-TZVPD

Cartesian coordinates (Å):
N 1.92 0.61 1.43
H 0.04 1.72 0.36
O -1.71 2.11 -0.60
H -0.14 -0.50 0.22
H 2.85 -0.32 -2.14
H -3.65 0.72 0.20
H 2.71 1.13 1.78
N 3.56 -0.66 -1.47
C -0.91 1.35 -0.09
C -3.41 -0.13 -0.44
H -3.25 0.23 -1.46
C 3.17 -0.42 -0.28
H 1.88 1.10 -0.54
N -1.01 -0.01 0.06
C -2.15 -0.82 0.00
N 2.07 0.32 0.09
H 3.71 -0.88 0.56
H 1.84 -0.23 2.01
H -1.16 -2.39 0.42
N -2.12 -2.07 0.30
H -4.23 -0.86 -0.41

SMILES = [H]/N=C(/C)NC=O.[H]/N=C\NN
HOMO energy = -9.75 eV

natural (NBO) atomic charge list, values in e, 8 entries: N -0.660; H 0.125; O -0.578; H 0.409; H 0.324; H 0.239; H 0.345; N -0.659